ORCA calculation (ωB97M-V/def2-TZVPD) on a molecular structure, C59H62N4O7PRbSi in a non-equilibrium geometry.

The value obtained for the HOMO energy is -1.2 eV. As for the charge: -2. As for the spin multiplicity: 1.

Cartesian coordinates (Å):
1 Rb 0.4999 0.0503 1.1981
2 C 2.0386 -2.7889 1.1102
3 C 1.2458 -3.2223 2.1945
4 C 0.1406 -3.9423 1.6737
5 C 0.2565 -3.9527 0.2685
6 C 1.4257 -3.2375 -0.0778
7 H 2.9750 -2.2445 1.1717
8 H 1.4743 -3.0677 3.2447
9 H -0.6494 -4.4197 2.2485
10 H -0.4402 -4.4242 -0.4198
11 H 1.8099 -3.0661 -1.0782
12 C -7.1034 -1.8809 -11.2954
13 O -7.4909 -2.4340 -10.0536
14 C -6.7074 -2.1519 -8.9760
15 C -5.5678 -1.3587 -9.0203
16 C -4.8361 -1.1404 -7.8604
17 C -5.2157 -1.6985 -6.6477
18 C -6.3674 -2.4845 -6.6225
19 C -7.1061 -2.7116 -7.7686
20 C -4.3947 -1.4514 -5.4547
21 N -3.3585 -0.6536 -5.4100
22 C -2.8824 -0.7391 -4.1217
23 C -3.6491 -1.6033 -3.3813
24 N -4.6160 -2.0520 -4.2475
25 C -3.4025 -1.9196 -2.0069
26 C -4.1589 -2.8034 -1.2272
27 C -3.7895 -3.0321 0.0745
28 C -2.6665 -2.3626 0.5785
29 N -1.9579 -1.5142 -0.1350
30 C -2.2986 -1.2879 -1.4089
31 C -1.4611 -0.3606 -2.1863
32 N -0.4134 0.1811 -1.5547
33 C 0.3671 1.0223 -2.2013
34 C 0.1530 1.3733 -3.5429
35 C -0.9094 0.8155 -4.2097
36 C -1.7484 -0.0786 -3.5300
37 H -7.8399 -2.2125 -12.0218
38 H -6.1151 -2.2328 -11.6012
39 H -7.0970 -0.7886 -11.2653
40 H -5.2345 -0.9099 -9.9447
41 H -3.9442 -0.5263 -7.8792
42 H -6.7099 -2.9273 -5.6934
43 H -7.9999 -3.3226 -7.7491
44 H -5.3362 -2.7177 -4.0365
45 H -5.0215 -3.3054 -1.6543
46 H -4.3422 -3.7172 0.7048
47 H -2.3209 -2.5406 1.5920
48 H 1.2038 1.4289 -1.6312
49 H 0.8243 2.0652 -4.0358
50 H -1.1192 1.0437 -5.2484
51 C -3.7126 -3.8645 5.6279
52 C -2.4288 -3.7922 5.1018
53 C -1.9917 -2.6206 4.4956
54 C -2.8201 -1.4962 4.4173
55 C -4.1133 -1.5916 4.9329
56 C -4.5565 -2.7640 5.5342
57 P -2.0190 -0.0181 3.6126
58 C -3.5099 0.9320 3.1249
59 C -3.6597 2.2876 3.3976
60 C -4.7473 2.9940 2.8998
61 C -5.7021 2.3570 2.1202
62 C -5.5600 1.0042 1.8348
63 C -4.4698 0.3029 2.3279
64 C -1.3884 0.8352 5.1374
65 C -1.8324 0.5537 6.4063
66 C -1.1194 1.0114 7.5348
67 C 0.0654 1.6784 7.3947
68 C 0.5739 1.9914 6.1109
69 C 1.8441 2.5875 5.8999
70 C 2.2959 2.7799 4.6211
71 C 1.4926 2.5308 3.4915
72 C 0.2149 2.0586 3.6874
73 C -0.2148 1.6387 4.9893
74 H -4.0595 -4.7782 6.0980
75 H -1.7705 -4.6519 5.1462
76 H -1.0014 -2.5784 4.0486
77 H -4.7820 -0.7405 4.8658
78 H -5.5639 -2.8189 5.9327
79 H -2.9105 2.7956 3.9917
80 H -4.8413 4.0529 3.1108
81 H -6.5422 2.9135 1.7218
82 H -6.2934 0.4973 1.2178
83 H -4.3551 -0.7477 2.0866
84 H -2.7064 -0.0658 6.5541
85 H -1.4939 0.7810 8.5266
86 H 0.6472 1.9582 8.2674
87 H 2.4633 2.8413 6.7534
88 H 3.3049 3.1466 4.4637
89 H 1.8574 2.6971 2.4852
90 O -0.7421 1.9383 2.7839
91 O -0.4663 2.3602 1.4363
92 C 4.0131 -0.5919 -2.2762
93 C 4.9254 0.6086 -2.5473
94 C 4.5049 1.2939 -3.8439
95 C 6.3815 0.1491 -2.6504
96 O 4.8156 1.5896 -1.5297
97 Si 4.5286 1.3142 0.1061
98 O 3.0955 0.8478 0.4632
99 O 5.0205 2.7571 0.8169
100 C 4.6002 4.0687 0.4897
101 C 3.1708 4.1007 -0.0613
102 C 4.6597 4.8754 1.7835
103 C 5.5718 4.6537 -0.5393
104 O 5.7549 0.2528 0.5189
105 C 6.1853 -0.1062 1.8204
106 C 7.3723 0.7826 2.1980
107 C 5.0663 0.0429 2.8553
108 C 6.6206 -1.5672 1.7469
109 H 4.0295 -1.2801 -3.1249
110 H 2.9890 -0.2560 -2.0973
111 H 4.3329 -1.1242 -1.3763
112 H 4.5448 0.5961 -4.6850
113 H 5.1628 2.1424 -4.0522
114 H 3.4820 1.6670 -3.7426
115 H 6.4898 -0.6357 -3.4047
116 H 6.7010 -0.2315 -1.6786
117 H 7.0208 0.9958 -2.9184
118 H 2.4880 3.5813 0.6167
119 H 3.1281 3.5917 -1.0279
120 H 2.8407 5.1357 -0.1829
121 H 3.8788 4.5390 2.4717
122 H 4.5139 5.9415 1.5839
123 H 5.6321 4.7318 2.2612
124 H 5.6320 3.9719 -1.3900
125 H 6.5680 4.7554 -0.0988
126 H 5.2324 5.6356 -0.8840
127 H 7.0681 1.8297 2.1268
128 H 8.1989 0.6128 1.5017
129 H 7.7135 0.5697 3.2154
130 H 4.7244 1.0817 2.8999
131 H 5.4226 -0.2599 3.8439
132 H 4.2102 -0.5725 2.5704
133 H 7.3202 -1.7009 0.9176
134 H 5.7525 -2.2079 1.5745
135 H 7.1079 -1.8733 2.6777



ORCA calculation (ωB97M-V/def2-TZVPD) on a molecular structure, C59H62N6O2ReS in a non-equilibrium geometry.

The value obtained for the HOMO energy (spin up / spin down) is -11.7 / -11.7 eV. As for the charge: +2. As for the spin multiplicity: 4.

Cartesian coordinates (Å):
1 Re -1.0699 1.1557 -0.3529
2 O 0.7785 0.8707 0.2132
3 C 1.9741 1.5171 0.0432
4 C 1.7016 2.9745 -0.4498
5 C 0.9274 3.1321 -1.7270
6 C 1.4028 4.0012 -2.7025
7 C 0.5969 4.3254 -3.7803
8 C -0.6230 3.6887 -3.9105
9 C -0.9973 2.7258 -2.9839
10 C -2.1671 1.8442 -3.2850
11 C -3.3319 1.8845 -2.2570
12 O -2.8331 1.7050 -0.9901
13 C -4.3032 0.7098 -2.4794
14 C -5.3764 0.6296 -1.5977
15 C -6.2497 -0.4400 -1.6470
16 C -6.0544 -1.4506 -2.5741
17 C -4.9964 -1.3707 -3.4606
18 C -4.1209 -0.2973 -3.4157
19 C -4.1060 3.1906 -2.3854
20 C -4.2912 4.0003 -1.2730
21 C -4.9784 5.1967 -1.3825
22 C -5.4782 5.5965 -2.6101
23 C -5.3278 4.7733 -3.7147
24 C -4.6559 3.5695 -3.6041
25 N -0.2565 2.4974 -1.8774
26 C 2.8709 0.7053 -0.8974
27 C 3.9193 1.2574 -1.6221
28 C 4.7261 0.4500 -2.4080
29 C 4.4854 -0.9094 -2.5033
30 C 3.4197 -1.4603 -1.8120
31 C 2.6267 -0.6586 -1.0121
32 C 2.6861 1.6666 1.4071
33 C 1.9804 1.3690 2.5651
34 C 2.5613 1.5264 3.8115
35 C 3.8574 1.9993 3.9161
36 C 4.5639 2.3084 2.7658
37 C 3.9860 2.1386 1.5190
38 H 2.6423 3.5144 -0.5282
39 H 1.1207 3.4325 0.3570
40 H 2.3828 4.4407 -2.6063
41 H 0.9188 5.0524 -4.5071
42 H -1.2681 3.9011 -4.7464
43 H -1.8071 0.8174 -3.2646
44 H -2.5520 2.0784 -4.2753
45 H -5.5200 1.4091 -0.8652
46 H -7.0862 -0.4849 -0.9664
47 H -6.7183 -2.2999 -2.6021
48 H -4.8458 -2.1418 -4.2011
49 H -3.3147 -0.2698 -4.1327
50 H -3.8967 3.6708 -0.3217
51 H -5.1325 5.8162 -0.5100
52 H -5.9931 6.5398 -2.7043
53 H -5.7411 5.0659 -4.6669
54 H -4.5769 2.9191 -4.4635
55 H 4.1199 2.3172 -1.5901
56 H 5.5422 0.8913 -2.9573
57 H 5.1265 -1.5349 -3.1053
58 H 3.1907 -2.5120 -1.9093
59 H 1.8005 -1.0824 -0.4623
60 H 0.9659 1.0075 2.4818
61 H 1.9975 1.2809 4.7005
62 H 4.3107 2.1346 4.8855
63 H 5.5716 2.6868 2.8327
64 H 4.5624 2.3807 0.6428
65 C -1.2661 4.7008 0.3369
66 C -1.6285 3.8266 1.4913
67 C -1.9771 4.4557 2.6883
68 C -2.3978 3.7053 3.7671
69 C -2.5142 2.3359 3.6032
70 C -2.1630 1.7578 2.3865
71 N -1.6682 2.4989 1.3628
72 C -2.3897 0.3362 2.1245
73 C -3.1125 -0.4981 2.9707
74 C -3.3745 -1.7983 2.5732
75 C -2.9195 -2.2365 1.3429
76 C -2.1914 -1.3673 0.5336
77 N -1.9332 -0.1087 0.9388
78 C -1.6644 -1.7202 -0.7815
79 C -1.8726 -2.9834 -1.3299
80 C -1.3360 -3.2926 -2.5643
81 C -0.5499 -2.3426 -3.1878
82 C -0.3612 -1.0935 -2.6015
83 C 0.5570 -0.1573 -3.3209
84 N -0.9458 -0.7664 -1.4385
85 H -2.0650 5.4231 0.1782
86 H -0.3561 5.2609 0.5426
87 H -1.1487 4.1284 -0.5756
88 H -1.9144 5.5306 2.7447
89 H -2.6605 4.1717 4.7022
90 H -2.8818 1.7306 4.4142
91 H -3.4971 -0.1452 3.9100
92 H -3.9506 -2.4527 3.2049
93 H -3.1583 -3.2318 1.0128
94 H -2.4483 -3.7264 -0.8057
95 H -1.4995 -4.2584 -3.0139
96 H -0.0617 -2.5566 -4.1258
97 H 0.1002 0.2324 -4.2298
98 H 0.8690 0.6671 -2.6938
99 H 1.4465 -0.7076 -3.6207
100 C -0.3287 -3.7930 4.5874
101 C -0.0118 -5.2857 4.6365
102 C 1.3374 -5.6924 4.0308
103 C 1.3985 -5.7270 2.4984
104 N 1.1949 -4.4221 1.8895
105 C 2.0871 -3.4081 1.8733
106 S 1.4592 -1.8449 2.0265
107 N 3.3803 -3.6342 1.7026
108 C 4.4232 -2.6270 1.7051
109 C 5.7900 -3.2643 1.9617
110 C 6.2283 -4.3032 0.9216
111 C 6.4945 -3.7328 -0.4667
112 H -1.1373 -3.5648 5.2760
113 H -0.6499 -3.4718 3.5992
114 H 0.5356 -3.2024 4.8803
115 H -0.8143 -5.8485 4.1551
116 H 0.0079 -5.5852 5.6848
117 H 1.5745 -6.7010 4.3730
118 H 2.1195 -5.0291 4.4050
119 H 0.6141 -6.3812 2.1138
120 H 2.3585 -6.1386 2.1818
121 H 0.2444 -4.0948 2.0071
122 H 3.6930 -4.5805 1.5316
123 H 4.2020 -1.8948 2.4894
124 H 4.4265 -2.0891 0.7514
125 H 5.7871 -3.7365 2.9468
126 H 6.5304 -2.4641 1.9893
127 H 5.4893 -5.1070 0.8452
128 H 7.1504 -4.7628 1.2794
129 H 5.6071 -3.2648 -0.8834
130 H 6.8080 -4.5284 -1.1386
131 H 7.2883 -2.9918 -0.4329